119
Properties=species:S:1:pos:R:3 method="wB97M-V/def2-TZVPD" de_lowest_kcal_mol=232.05 homo_lumo_gap_ev=8.03 max_force_ev_per_a=5.2 e_tot_ev=-139718.2356 total_charge=+1 homo_energy_ev=-10.9
C 3.691 -2.886 3.547
C 2.298 -3.745 3.518
C 1.923 -4.351 2.001
Br 2.423 -6.326 1.842
N 0.600 -3.990 1.482
C -0.723 -4.397 1.863
N -1.443 -5.047 2.812
B -0.667 -5.615 3.972
O -0.194 -7.035 3.794
N -0.347 -4.985 5.303
C -0.654 -5.966 6.411
C -0.937 -3.623 5.517
N -1.633 -3.959 0.687
B -2.095 -2.656 1.277
O -3.477 -2.196 0.893
O -1.389 -1.791 2.241
C -2.312 -0.973 3.043
C -0.839 -4.014 -0.592
C -0.663 -5.677 -0.769
C -1.973 -6.550 -0.371
C -3.409 -6.097 -0.972
N -3.658 -6.571 -2.392
C -1.379 -3.594 -2.047
C -2.609 -2.535 -2.182
C -0.229 -3.050 -3.135
C 0.998 -4.096 -3.387
C 0.625 -3.527 0.005
C 1.323 -2.124 -0.347
C 0.442 -0.771 -0.407
O 0.533 0.082 0.825
H 4.556 -3.386 2.939
H 3.981 -2.750 4.698
H 3.421 -1.787 3.179
H 2.285 -4.628 4.313
H 1.427 -3.002 3.796
H 2.749 -3.835 1.307
H -2.483 -5.263 2.787
H -0.538 -7.391 2.900
H 0.341 -6.535 6.741
H -1.094 -5.497 7.388
H -1.411 -6.830 6.093
H -0.020 -2.866 5.624
H -1.683 -3.241 4.705
H -1.514 -3.529 6.558
H -4.064 -2.818 1.451
H -1.636 -0.366 3.812
H -3.007 -1.659 3.708
H -2.903 -0.158 2.433
H 0.227 -6.094 -0.089
H -0.345 -5.984 -1.860
H -1.770 -7.670 -0.731
H -2.099 -6.639 0.813
H -4.285 -6.561 -0.306
H -3.540 -4.930 -0.883
H -4.644 -6.923 -2.402
H -3.542 -5.799 -3.086
H -1.790 -4.571 -2.605
H -3.658 -3.082 -2.036
H -2.568 -1.595 -1.494
H -2.639 -2.123 -3.302
H -0.826 -2.977 -4.167
H 0.136 -1.962 -2.907
H 1.556 -3.730 -4.377
H 0.638 -5.204 -3.646
H 1.834 -4.100 -2.552
H 1.418 -4.313 -0.423
H 2.225 -1.923 0.410
H 1.859 -2.241 -1.409
H 0.915 -0.084 -1.263
H -0.687 -0.879 -0.684
H -0.009 0.904 0.550
O -0.932 3.541 1.275
C 0.182 3.826 1.683
O 1.340 3.552 1.014
C 2.451 3.925 1.828
C 1.908 4.939 2.801
C 0.485 4.481 2.997
H 2.832 3.029 2.331
H 3.244 4.344 1.202
H 2.482 4.994 3.730
H 1.913 5.934 2.340
H 0.403 3.736 3.794
H -0.186 5.323 3.182
O -4.397 -4.176 -4.198
C -4.104 -3.574 -5.218
O -2.996 -2.788 -5.356
C -3.028 -2.154 -6.634
C -3.930 -3.013 -7.481
C -4.919 -3.546 -6.475
H -3.416 -1.138 -6.510
H -2.015 -2.099 -7.043
H -4.396 -2.465 -8.305
H -3.357 -3.844 -7.909
H -5.765 -2.867 -6.338
H -5.264 -4.547 -6.744
O 3.294 7.288 2.314
C 3.587 7.891 1.295
O 4.695 8.677 1.157
C 4.663 9.310 -0.121
C 3.761 8.452 -0.968
C 2.772 7.919 0.038
H 4.275 10.327 0.002
H 5.676 9.366 -0.531
H 3.295 9.000 -1.792
H 4.334 7.621 -1.396
H 1.926 8.598 0.175
H 2.427 6.918 -0.231
O 4.009 11.203 -2.329
C 3.119 11.938 -1.933
O 2.519 11.830 -0.711
C 1.454 12.776 -0.627
C 1.782 13.835 -1.648
C 2.496 13.050 -2.720
H 0.513 12.263 -0.848
H 1.405 13.187 0.385
H 0.901 14.370 -2.011
H 2.469 14.570 -1.212
H 1.798 12.627 -3.447
H 3.257 13.654 -3.219